# 1
73
Properties=species:S:1:pos:R:3:mulliken_charge:R:1 method="wB97M-V/def2-TZVPD" total_charge=-1 largest_force_ev_per_a=0.52 homo_energy_ev=-5.051
C 5.75 -0.99 -1.00 -1.45
C 4.26 -1.19 -0.87 1.02
O 3.78 -1.82 0.04 -0.59
O 3.47 -0.56 -1.74 -0.19
C 3.87 -0.34 -3.13 -1.11
In 2.67 -1.43 -4.69 1.22
O 1.08 -0.16 -5.05 -0.87
O 1.87 -3.18 -3.93 -0.80
C 1.19 -2.99 -2.73 0.12
C 0.05 -4.00 -2.55 0.91
C 0.65 -5.36 -2.20 -1.87
C -0.88 -3.52 -1.42 -1.31
C -2.05 -2.59 -1.77 1.37
C -2.52 -1.93 -0.47 -0.97
C -1.71 -1.49 -2.78 -1.48
H 6.21 -1.31 -0.07 0.39
H 6.16 -1.59 -1.82 0.33
H 5.98 0.06 -1.21 0.35
H 4.94 -0.53 -3.25 0.38
H 3.71 0.73 -3.30 0.35
H 3.58 -1.72 -6.15 -0.38
H 0.83 0.28 -4.24 0.24
H 1.88 -3.14 -1.87 0.05
H 0.80 -1.97 -2.62 -0.37
H -0.49 -4.07 -3.50 0.45
H 0.98 -5.34 -1.15 0.34
H -0.07 -6.17 -2.31 0.46
H 1.53 -5.55 -2.82 0.39
H -1.32 -4.40 -0.92 0.34
H -0.25 -3.01 -0.67 0.35
H -2.88 -3.18 -2.18 0.13
H -1.78 -1.16 -0.25 0.12
H -3.53 -1.53 -0.53 -0.03
H -2.48 -2.66 0.35 0.39
H -2.55 -0.79 -2.84 0.52
H -0.85 -0.91 -2.46 -0.06
H -1.53 -1.87 -3.79 0.40
C -9.22 -2.68 -1.24 -0.38
C -8.01 -3.23 -1.25 -0.38
C -6.81 -2.46 -0.84 0.37
O -5.71 -2.96 -0.85 -0.44
C -7.01 -1.05 -0.41 -0.23
C -8.22 -0.50 -0.40 -0.39
C -9.42 -1.27 -0.81 0.35
O -10.53 -0.77 -0.79 -0.56
H -10.12 -3.21 -1.53 0.39
H -7.84 -4.26 -1.56 0.42
H -6.12 -0.52 -0.12 0.44
H -8.39 0.52 -0.10 0.40
C -0.76 2.39 1.15 -0.33
C -0.23 3.11 2.13 -0.45
C 1.20 2.96 2.51 0.27
O 1.68 3.62 3.41 -0.50
C 2.01 1.98 1.75 -0.32
C 1.48 1.26 0.77 -0.51
C 0.05 1.41 0.39 0.12
O -0.42 0.75 -0.50 -0.43
H -1.80 2.48 0.86 0.45
H -0.79 3.84 2.71 0.41
H 3.05 1.89 2.04 0.48
H 2.05 0.53 0.19 0.65
C 4.06 7.79 6.73 -0.38
C 5.15 7.08 6.99 -0.40
C 5.30 5.69 6.48 0.29
O 6.29 5.04 6.73 -0.54
C 4.19 5.13 5.67 -0.27
C 3.10 5.85 5.40 -0.29
C 2.95 7.23 5.91 0.34
O 1.96 7.89 5.67 -0.55
H 3.92 8.81 7.08 0.40
H 5.97 7.46 7.58 0.40
H 4.32 4.12 5.31 0.46
H 2.29 5.45 4.81 0.56

# 2
70
Properties=species:S:1:pos:R:3:nbo_charge:R:1 method="wB97M-V/def2-TZVPD" largest_force_ev_per_a=2.36 e_above_lowest_kcal_mol=46.84 homo_energy_ev="-6.466 / -6.471"
Ir 0.38 0.99 -0.38 0.95
C -1.93 2.68 -2.09 -0.42
N -1.94 1.56 -1.15 -0.44
C -2.72 1.87 0.04 -0.41
C -2.40 0.35 -1.79 0.15
C -3.74 0.08 -1.96 -0.24
C -4.16 -1.15 -2.42 -0.27
C -3.22 -2.15 -2.63 -0.20
C -1.88 -1.88 -2.52 -0.27
C -1.42 -0.59 -2.20 0.15
N -0.11 -0.22 -2.15 -0.62
C 0.87 -0.90 -2.80 0.15
C 0.64 -1.67 -3.96 -0.26
C 1.64 -2.43 -4.52 -0.19
C 2.90 -2.45 -3.96 -0.26
C 3.19 -1.60 -2.90 -0.23
C 2.21 -0.80 -2.35 0.15
N 2.52 0.23 -1.37 -0.44
C 3.41 -0.22 -0.31 -0.41
C 3.11 1.36 -2.09 -0.41
H -2.93 2.82 -2.53 0.19
H -1.22 2.47 -2.89 0.22
H -1.63 3.59 -1.59 0.23
H -3.72 2.26 -0.19 0.18
H -2.19 2.62 0.63 0.23
H -2.82 0.96 0.64 0.21
H -4.47 0.84 -1.73 0.21
H -5.22 -1.35 -2.56 0.21
H -3.54 -3.16 -2.87 0.21
H -1.16 -2.68 -2.64 0.23
H -0.33 -1.62 -4.42 0.22
H 1.42 -3.02 -5.40 0.21
H 3.68 -3.09 -4.36 0.21
H 4.20 -1.57 -2.52 0.21
H 4.40 -0.50 -0.67 0.18
H 2.95 -1.08 0.19 0.22
H 3.53 0.58 0.41 0.23
H 3.99 1.06 -2.67 0.19
H 3.40 2.13 -1.38 0.22
H 2.37 1.78 -2.78 0.22
S 0.87 3.43 -0.58 -0.15
C 2.06 3.69 0.65 -0.12
C 2.91 4.80 0.54 -0.26
C 3.87 5.05 1.49 -0.23
C 4.00 4.20 2.59 -0.22
C 3.17 3.12 2.72 -0.22
C 2.19 2.84 1.76 -0.24
S 1.18 1.45 2.00 -0.21
H 2.79 5.45 -0.31 0.21
H 4.52 5.91 1.39 0.21
H 4.75 4.40 3.34 0.21
H 3.25 2.46 3.57 0.21
N -0.29 -0.94 0.64 -0.47
C -0.97 -1.38 1.47 0.56
N -1.75 -1.87 2.38 -0.47
C -2.30 -1.04 3.44 -0.20
C -1.85 -1.56 4.80 -0.41
C -2.21 -3.04 4.95 -0.40
C -1.57 -3.84 3.81 -0.41
C -2.03 -3.29 2.46 -0.20
H -3.40 -1.07 3.37 0.19
H -1.97 -0.01 3.29 0.24
H -2.33 -0.97 5.58 0.22
H -0.77 -1.44 4.90 0.21
H -3.29 -3.16 4.91 0.20
H -1.86 -3.42 5.91 0.22
H -1.84 -4.89 3.88 0.22
H -0.48 -3.75 3.88 0.21
H -3.12 -3.44 2.36 0.19
H -1.54 -3.80 1.64 0.23